Record 1
{"formula": "C9H16N3O", "method": "ωB97M-V/def2-TZVPD", "total_charge": 1, "homo_energy_ev": -11.7, "orbital_gap_ev": 8.94, "max_force_ev_per_a": 2.152, "de_lowest_ev": 0.341, "energy_ha": -591.84307, "symbols": ["C", "C", "N", "N", "N", "H", "H", "H", "H", "H", "H", "H", "H", "C", "C", "C", "C", "C", "C", "C", "O", "H", "H", "H", "H", "H", "H", "H", "H"], "coordinates": [[2.1096, 2.7600, 0.4311], [2.0420, 0.3802, 0.9952], [1.4221, 1.4994, 0.6818], [3.3741, 0.3033, 1.0328], [1.3234, -0.7231, 1.2255], [0.4163, 1.4591, 0.6590], [3.9455, 1.1086, 0.8325], [3.8432, -0.5283, 0.7040], [0.3244, -0.7438, 1.0759], [1.8684, -1.5672, 1.2801], [2.6149, 2.7935, -0.5332], [2.8236, 2.9669, 1.2272], [1.3560, 3.5394, 0.4671], [-1.9052, -2.4482, 1.2392], [-1.5802, -1.8799, -1.2089], [-1.8394, -1.4681, 0.0835], [-1.5061, -0.9344, -2.2477], [-1.9166, -0.0922, 0.3912], [-1.3950, 0.4105, -1.9333], [-1.7531, 0.8169, -0.6414], [-1.4294, 1.4092, -2.8702], [-1.7220, -2.9200, -1.4761], [-1.3013, -1.3491, -3.2293], [-0.9250, -2.8702, 1.4389], [-2.6345, -3.2439, 1.0659], [-2.3373, 0.1964, 1.3372], [-2.0095, 1.8634, -0.5086], [-0.8742, 1.2277, -3.6392], [-2.3349, -1.9663, 2.1198]]}

---

Record 2
{"formula": "C18H16AsHfNPS4", "method": "ωB97M-V/def2-TZVPD", "total_charge": 1, "homo_energy_ev": -11.4, "orbital_gap_ev": 7.06, "max_force_ev_per_a": 0.864, "de_lowest_ev": 0.000, "energy_ha": -4968.08764, "symbols": ["Hf", "S", "As", "S", "S", "S", "N", "C", "C", "C", "C", "C", "C", "P", "C", "C", "C", "C", "C", "C", "C", "C", "C", "C", "C", "C", "H", "H", "H", "H", "H", "H", "H", "H", "H", "H", "H", "H", "H", "H", "H", "H"], "coordinates": [[-1.4680, 2.1886, 0.3106], [-4.2547, 5.9500, 1.0350], [-3.0408, 4.3559, 0.7250], [-1.1993, 3.9980, 1.9955], [-3.8617, 2.2185, 0.8377], [-1.9418, 4.0419, -1.2373], [-1.2272, 0.8117, 2.3438], [-0.4103, -0.3886, 2.4517], [-0.5653, -1.2611, 3.5155], [0.2390, -2.3886, 3.6029], [1.1985, -2.6396, 2.6325], [1.3462, -1.7717, 1.5617], [0.5338, -0.6461, 1.4609], [0.5989, 0.4848, 0.0454], [2.0728, 0.0574, -0.8972], [2.0591, -0.9057, -1.9019], [3.2423, -1.2280, -2.5490], [4.4263, -0.5967, -2.1934], [4.4373, 0.3662, -1.1930], [3.2593, 0.7024, -0.5464], [-0.8516, -0.0378, -0.9664], [-1.1226, 0.7432, -2.1075], [-2.2116, 0.4518, -2.9145], [-3.0529, -0.6010, -2.5788], [-2.8049, -1.3651, -1.4459], [-1.7108, -1.0894, -0.6371], [-2.1637, 0.6289, 2.7017], [-0.8548, 1.5315, 2.9668], [-1.3048, -1.0549, 4.2799], [0.1197, -3.0657, 4.4376], [1.8295, -3.5145, 2.7050], [2.0892, -1.9716, 0.8004], [1.1375, -1.4029, -2.1769], [3.2385, -1.9742, -3.3318], [5.3452, -0.8531, -2.7031], [5.3597, 0.8622, -0.9237], [3.2605, 1.4631, 0.2255], [-0.4412, 1.5429, -2.3935], [-2.4086, 1.0533, -3.7911], [-3.9107, -0.8211, -3.1995], [-3.4652, -2.1822, -1.1888], [-1.5209, -1.6928, 0.2418]]}

---

Record 3
{"formula": "C5H9NO", "method": "ωB97M-V/def2-TZVPD", "total_charge": 0, "homo_energy_ev": -10.0, "orbital_gap_ev": 10.81, "max_force_ev_per_a": 3.937, "de_lowest_ev": 4.423, "energy_ha": -325.77502, "symbols": ["C", "N", "C", "O", "C", "C", "C", "H", "H", "H", "H", "H", "H", "H", "H", "H"], "coordinates": [[-2.3737, -1.4603, -0.2485], [-1.3284, -1.2562, 0.4168], [-0.3082, -0.4717, -0.1104], [-0.7198, 0.1661, -1.7092], [1.0653, -0.9822, 0.1482], [0.5940, 0.3090, 0.7874], [1.2915, 1.6544, 0.4026], [-3.1774, -1.8195, 0.3642], [-2.6360, -0.8242, -1.0363], [-0.2001, 1.0006, -1.7591], [1.8474, -0.9775, -0.7030], [1.2773, -1.9749, 0.6438], [0.3650, 0.3998, 1.8535], [0.6992, 2.5170, 0.6145], [1.4942, 1.9191, -0.7010], [2.1098, 1.8004, 1.0364]]}

---

Record 4
{"formula": "C5H7N3O", "method": "ωB97M-V/def2-TZVPD", "total_charge": 0, "homo_energy_ev": -7.7, "orbital_gap_ev": 7.94, "max_force_ev_per_a": 13.555, "de_lowest_ev": 5.801, "energy_ha": -434.03112, "symbols": ["N", "C", "C", "C", "C", "N", "C", "N", "O", "H", "H", "H", "H", "H", "H", "H"], "coordinates": [[-2.0340, -0.0891, 1.4082], [-1.3275, 0.2627, 0.4935], [-0.0155, -0.2339, 0.4119], [0.8782, -0.8388, 1.2943], [1.9836, -0.9716, 0.6107], [1.9964, -0.4418, -0.7488], [0.7410, 0.0298, -0.8758], [0.6248, 1.0043, -1.8427], [-0.5256, 0.6004, -2.7512], [-2.9829, 0.3668, 1.6419], [-1.5025, -0.1374, 2.3648], [-1.6130, 0.7217, -0.5859], [0.6009, -1.0732, 2.3650], [2.8825, -1.3574, 1.0619], [1.5530, 0.7304, -2.4203], [-1.2593, 1.4272, -2.4274]]}